No. 1
This record from the Open Molecules 2025 dataset describes 5 unconnected molecules or ions with the total composition C5H20N2O5 at a distorted geometry. The level of theory is the ωB97M-V functional and the def2-TZVPD basis.

```
32
Properties=species:S:1:pos:R:3
O 2.42949 -2.78717 1.73253
C 1.20323 -2.65614 1.56424
C 0.68443 -1.44692 0.71326
C 0.07466 -2.08253 -0.51909
C -0.23568 -1.31897 -1.70570
C 0.37052 -1.52736 -2.90172
N -1.28442 -0.22095 -1.55788
N 1.99073 -0.53132 0.47320
H 0.49971 -3.39172 1.91776
H 0.08467 -0.85427 1.37350
H 0.62557 -2.96195 -0.84228
H -0.76468 -2.70730 -0.20709
H 1.03126 -2.48893 -2.93528
H 0.31625 -1.06237 -3.86253
H -1.95481 -0.20762 -2.38955
H -0.72962 0.76380 -1.61594
H -1.92421 -0.41036 -0.77790
H 2.52771 -0.77635 1.40884
H 1.68931 0.37278 0.26039
H 2.46290 -0.78430 -0.38772
H 0.47054 4.55330 0.54192
H 0.07540 3.54339 1.60824
O 0.32128 3.61165 0.69047
H -1.57870 3.22526 2.76919
H -2.99304 2.71052 2.01606
O -2.01818 2.54730 2.27059
H -2.11561 -0.70792 2.23444
H -2.01472 0.87756 1.93795
O -1.85441 -0.08972 1.60738
H 0.62814 2.61136 -1.14001
H 1.01676 2.26775 -2.61186
O 0.96553 1.92951 -1.66539
```

Summary:
- E_LUMO (eV) = -6.3
- charge = +2
- 2S+1 = 1
- energy relative to the best compared isomer or geometry (same formula, charge and spin) (kJ/mol) = 235.9
- gap between HOMO and LUMO (eV) = 11.10
- E (a.u.) = -687.56196

No. 2
This record from the Open Molecules 2025 dataset describes C3H3NS2 in the gas phase at a distorted geometry. The level of theory is the ωB97M-V functional and the def2-TZVPD basis.

```
9
Properties=species:S:1:pos:R:3
C 1.43474 -1.69285 0.49588
C -1.01405 -0.03063 -0.74401
C -0.72998 1.22040 -0.13584
N 0.69134 -2.32602 -0.19089
S -0.79253 -1.55465 -0.98862
S 2.29249 -0.67517 1.29234
H -0.87197 2.20358 -0.65255
H -1.43424 1.42718 0.68329
H 0.42421 1.42815 0.24041
```

Summary:
- E_LUMO (eV) = -0.5
- 2S+1 = 1
- energy relative to the best compared isomer or geometry (same formula, charge and spin) (kJ/mol) = 243.2
- gap between HOMO and LUMO (eV) = 8.10
- E (a.u.) = -967.12334

No. 3
This record from the Open Molecules 2025 dataset describes a molecular structure, C8H28B2KO4 at a distorted geometry. The level of theory is the ωB97M-V functional and the def2-TZVPD basis.

```
43
Properties=species:S:1:pos:R:3
K 0.91855 -1.93726 0.33156
B 0.29774 -6.23030 2.57040
H 0.14642 -7.29474 2.47918
H 0.88019 -5.91439 1.71882
H -0.60694 -5.65596 2.69660
H 0.94997 -6.06621 3.41416
B 4.43649 -1.68485 -2.41676
H 5.09067 -1.13800 -3.07800
H 4.58537 -2.73302 -2.62510
H 4.57452 -1.45782 -1.37099
H 3.39348 -1.47190 -2.59286
C 1.06581 1.95342 3.99339
O 1.77219 1.66613 2.83546
C 2.78476 2.68134 2.56946
C 2.21323 3.61059 1.55155
O 1.27044 4.35024 2.23654
C 0.31453 5.01502 1.40563
H 1.78432 2.06253 4.80577
H 0.47974 1.04259 4.11580
H 0.30021 2.72920 3.98194
H 3.54428 2.03998 2.12237
H 3.32899 3.19588 3.36138
H 1.88788 3.07872 0.65747
H 3.00637 4.27653 1.21164
H -0.26594 5.68901 2.03563
H -0.38956 4.33273 0.92937
H 0.77816 5.68428 0.68091
C -1.55530 0.94784 -3.30863
O -1.94062 0.53509 -1.95588
C -3.33083 0.41787 -1.66771
C -3.94011 -0.88690 -2.27148
O -3.00859 -1.92901 -1.82420
C -3.46793 -3.22675 -2.34543
H -1.79102 0.15405 -4.01745
H -0.49379 1.19504 -3.32237
H -2.15356 1.78270 -3.67360
H -3.85410 1.30221 -2.03135
H -3.33053 0.36562 -0.57896
H -4.04524 -0.79897 -3.35282
H -4.93350 -1.04292 -1.85083
H -2.81063 -3.98987 -1.92866
H -3.38111 -3.24646 -3.43179
H -4.50500 -3.40330 -2.06014
```

Summary:
- E_LUMO (eV) = 1.4
- charge = -1
- 2S+1 = 1
- energy relative to the best compared isomer or geometry (same formula, charge and spin) (kJ/mol) = 503.8
- gap between HOMO and LUMO (eV) = 6.42
- E (a.u.) = -1271.90001

No. 4
This record from the Open Molecules 2025 dataset describes 2 unconnected molecules or ions with the total composition C4H9Br2N2 at a distorted geometry. The level of theory is the ωB97M-V functional and the def2-TZVPD basis.

```
17
Properties=species:S:1:pos:R:3
C 0.45470 0.40239 0.76127
C -0.84848 0.13850 0.02828
C 1.75598 -1.65937 0.44850
C -2.23980 -1.28589 -1.23316
N -0.99029 -0.91865 -0.59436
N 1.60001 -0.34712 0.33960
Br 3.09606 2.82502 0.17460
Br 3.27339 -2.62420 -0.10159
H 0.62493 1.42058 0.59717
H 0.27327 0.02994 1.79601
H -1.57129 0.88693 0.02032
H 0.78984 -2.25808 0.66086
H -3.00496 -0.88147 -0.43676
H -2.21532 -0.73539 -2.23841
H -2.21002 -2.34668 -1.16506
H 4.16596 2.92851 1.21430
H 2.26896 0.29225 -0.08995
```

Summary:
- E_LUMO (eV) = -5.1
- charge = +1
- 2S+1 = 1
- energy relative to the best compared isomer or geometry (same formula, charge and spin) (kJ/mol) = 180.5
- gap between HOMO and LUMO (eV) = 8.44
- E (a.u.) = -5415.01626